ORCA calculation (wB97M-V/def2-TZVPD) on a cluster of 2 separate species, C5H17N5 in total.

Geometry (Å):
C: 1.792 -0.337 0.032
C: -0.052 -0.583 -1.097
C: 1.162 -1.479 -0.756
C: -0.027 1.211 0.794
C: 0.635 0.590 -0.405
N: 0.707 2.217 1.326
N: -1.112 0.820 1.411
N: 1.038 1.659 -1.267
N: 0.922 -2.739 -0.004
N: -3.302 0.294 0.146
H: 1.816 -0.517 1.239
H: 2.828 -0.033 -0.219
H: -0.272 -0.572 -2.219
H: -1.018 -1.029 -0.593
H: 1.664 -1.842 -1.579
H: 0.498 2.594 2.245
H: 1.630 2.463 0.874
H: -1.460 1.063 2.310
H: -1.766 0.108 0.900
H: 1.763 1.554 -1.865
H: 0.471 2.342 -1.718
H: 0.210 -2.607 0.735
H: 1.717 -3.078 0.472
H: 0.639 -3.492 -0.653
H: -2.746 0.743 -0.585
H: -3.705 0.954 0.732
H: -4.034 -0.305 -0.256

Properties
**E_LUMO**: -6.54 eV
**HOMO energy**: -16.837 eV
**E_tot**: -473.870153 Ha
**Net charge**: +2
**Molecular weight**: 147.2 g/mol
**Max |F|**: 0.0762 Eh/bohr
**Energy relative to the best compared isomer or geometry (same formula, charge and spin)**: 0.00 kJ/mol

Atom charges from the Löwdin analysis, given in e for atoms 1 to 6: -0.015 -0.030 -0.253 -0.290 -0.455 0.209


ORCA calculation (wB97M-V/def2-TZVPD) on a cluster of 3 separate species, C22H35Cl4F5NO2 in total.

Geometry (Å):
C: 0.105 4.220 0.025
C: 0.565 3.550 1.342
O: 1.018 2.214 1.053
C: 2.423 2.093 1.205
C: 2.824 0.697 0.634
O: 1.659 -0.158 0.722
C: 1.298 -0.770 -0.403
C: 0.044 -0.447 -0.894
C: -0.460 -1.028 -2.008
C: -1.814 -0.781 -2.620
C: -2.860 -0.131 -1.696
C: -2.993 -0.798 -0.300
C: -4.232 -0.255 -2.447
N: 0.330 -1.913 -2.640
C: 1.546 -2.263 -2.205
C: 2.069 -1.730 -1.087
C: 3.421 -2.176 -0.587
C: 3.221 -3.362 0.430
C: 3.205 -2.859 1.892
C: 1.931 -3.197 2.623
F: 1.672 -4.522 2.541
F: 0.846 -2.549 2.125
C: 2.008 -2.837 4.160
F: 0.889 -2.249 4.591
F: 2.181 -3.946 4.877
F: 3.022 -1.992 4.408
H: -0.922 4.567 0.140
H: 0.783 5.013 -0.293
H: 0.107 3.456 -0.756
H: 1.358 4.115 1.838
H: -0.289 3.445 2.015
H: 2.689 2.122 2.278
H: 2.955 2.849 0.612
H: 3.602 0.313 1.301
H: 3.197 0.764 -0.389
H: -0.566 0.278 -0.372
H: -2.184 -1.721 -3.043
H: -1.663 -0.095 -3.465
H: -2.673 0.941 -1.611
H: -2.905 -0.008 0.455
H: -3.950 -1.284 -0.133
H: -2.179 -1.491 -0.073
H: -4.999 -0.731 -1.836
H: -4.593 0.720 -2.785
H: -4.133 -0.867 -3.347
H: -0.010 -2.341 -3.493
H: 2.107 -2.996 -2.772
H: 3.966 -1.390 -0.071
H: 4.054 -2.486 -1.422
H: 2.236 -3.789 0.223
H: 3.984 -4.114 0.241
H: 3.433 -1.798 1.974
H: 4.017 -3.360 2.430
Cl: -5.437 -1.072 -5.923
C: -6.351 0.359 -6.467
C: -5.572 1.638 -6.298
Cl: -5.344 2.085 -4.582
H: -7.289 0.387 -5.917
H: -6.575 0.206 -7.521
H: -6.114 2.459 -6.764
H: -4.590 1.570 -6.758
Cl: 1.784 4.449 6.409
C: 1.336 2.759 6.076
C: 2.536 1.906 5.753
Cl: 3.266 2.348 4.179
H: 0.615 2.755 5.261
H: 0.847 2.375 6.970
H: 2.240 0.861 5.682
H: 3.307 1.992 6.515

Properties
**E_LUMO**: -3.33 eV
**HOMO energy**: -11.897 eV
**E_tot**: -3404.380152 Ha
**Net charge**: +1
**Molecular weight**: 582.3 g/mol
**Max |F|**: 0.0383 Eh/bohr
**Energy relative to the best compared isomer or geometry (same formula, charge and spin)**: 56.45 kJ/mol

Atom charges from the Löwdin analysis, given in e for atoms 1 to 6: -0.055 -0.228 -0.178 -0.209 -0.093 -0.012


ORCA calculation (wB97M-V/def2-TZVPD) on a structure of composition C28H25Cl5N8NiO3S4.

Geometry (Å):
Ni: 1.656 -0.191 0.658
C: -1.892 -2.921 -1.480
C: -1.198 -3.664 -0.350
S: -0.778 -2.685 1.093
O: -0.089 -1.460 0.539
C: -2.394 -2.104 1.651
C: -2.986 -0.958 0.849
H: -1.653 -3.385 -2.434
H: -1.541 -1.894 -1.539
H: -2.973 -2.930 -1.358
H: -0.237 -4.072 -0.667
H: -1.783 -4.496 0.051
H: -2.221 -1.806 2.687
H: -3.036 -2.985 1.673
H: -2.211 -0.248 0.556
H: -3.727 -0.440 1.457
H: -3.474 -1.307 -0.058
N: 0.760 -2.250 5.651
N: 1.449 -1.623 4.621
N: 2.726 -1.366 4.692
C: 2.959 -0.865 3.479
N: 1.854 -0.837 2.737
N: 0.891 -1.331 3.496
H: 1.252 -1.985 6.505
H: -0.178 -1.851 5.646
H: 3.912 -0.520 3.143
S: -2.694 4.695 1.090
C: -1.452 3.456 1.251
C: -0.188 3.731 0.745
C: 0.784 2.754 0.814
N: 0.578 1.556 1.369
C: -0.626 1.317 1.894
C: -1.663 2.225 1.865
C: -4.148 3.698 1.297
C: -4.928 3.797 2.437
C: -6.051 2.989 2.539
N: -6.421 2.116 1.611
C: -5.668 2.038 0.520
C: -4.534 2.804 0.308
H: 0.032 4.667 0.255
H: 1.771 2.916 0.391
H: -0.761 0.344 2.346
H: -2.620 1.959 2.295
H: -4.665 4.481 3.228
H: -6.677 3.043 3.417
H: -5.986 1.327 -0.230
H: -3.956 2.698 -0.598
Cl: 3.028 -2.176 -0.134
C: 4.236 -0.936 0.225
C: 3.685 0.259 0.648
C: 4.610 1.209 1.021
Cl: 4.011 2.730 1.665
C: 5.988 1.016 0.935
Cl: 7.092 2.259 1.389
C: 6.480 -0.204 0.471
Cl: 8.174 -0.467 0.334
C: 5.586 -1.218 0.116
Cl: 6.146 -2.752 -0.424
O: 0.216 -3.496 -4.114
S: 1.351 -2.615 -4.039
O: 2.658 -3.155 -4.273
N: 1.324 -1.812 -2.605
C: 1.136 -0.544 -2.771
S: 1.028 0.617 -1.532
C: 0.978 -0.107 -4.201
C: 0.756 1.156 -4.721
C: 0.640 1.286 -6.098
C: 0.749 0.177 -6.935
C: 0.970 -1.092 -6.411
C: 1.079 -1.193 -5.040
H: 0.680 2.012 -4.063
H: 0.466 2.260 -6.530
H: 0.660 0.305 -8.004
H: 1.054 -1.958 -7.046

Properties
**E_LUMO (spin up / spin down)**: -0.18 / -0.19 eV
**HOMO energy (spin up / spin down)**: -7.929 / -8.041 eV
**E_tot**: -7147.718296 Ha
**Multiplicity**: 3
**Molecular weight**: 885.8 g/mol
**Max |F|**: 0.0122 Eh/bohr
**Energy relative to the best compared isomer or geometry (same formula, charge and spin)**: 113.13 kJ/mol

Atom charges from the Löwdin analysis, given in e for atoms 1 to 6: 0.273 -0.118 -0.370 0.931 -0.623 -0.373


ORCA calculation (wB97M-V/def2-TZVPD) on the molecule C5H5NO.

Geometry (Å):
C: -1.139 -2.435 0.349
C: -0.614 -1.443 0.787
C: -0.036 -0.147 1.129
O: -0.350 0.476 2.118
C: 0.893 0.377 0.071
C: 0.224 0.887 -1.144
N: 0.913 1.792 -0.228
H: -1.606 -3.311 -0.045
H: 1.843 -0.147 -0.012
H: -0.864 0.867 -1.149
H: 0.684 0.743 -2.116
H: 0.251 2.274 0.377

Properties
**E_LUMO**: 0.05 eV
**HOMO energy**: -10.012 eV
**E_tot**: -323.398467 Ha
**Molecular weight**: 95.1 g/mol
**Max |F|**: 0.0117 Eh/bohr
**Energy relative to the best compared isomer or geometry (same formula, charge and spin)**: 318.26 kJ/mol
**Structure (SMILES)**: C#CC(=O)[C@H]1CN1

Atom charges from the Löwdin analysis, given in e for atoms 1 to 6: 0.158 -0.029 -0.398 0.118 -0.273 -0.126


ORCA calculation (wB97M-V/def2-TZVPD) on the molecule C14H21N3O5S.

Geometry (Å):
C: -3.799 -2.855 0.503
C: -2.933 -2.035 1.449
O: -1.695 -1.670 0.836
C: -1.708 -0.594 0.045
O: -2.697 0.058 -0.163
C: -0.351 -0.347 -0.607
C: -0.523 -0.587 -2.132
C: -1.391 0.455 -2.826
C: 0.759 -1.283 -0.095
C: 1.161 -1.092 1.375
C: 1.710 0.274 1.671
O: 1.128 1.119 2.311
N: 2.978 0.578 1.204
C: 3.879 -0.177 0.529
N: 3.804 -1.438 0.264
N: 4.855 -1.911 -0.389
C: 5.755 -1.038 -0.636
S: 5.378 0.561 -0.056
C: 0.121 1.098 -0.423
O: 1.198 1.472 -0.824
O: -0.752 1.850 0.206
C: -0.401 3.210 0.475
C: -1.676 4.028 0.551
H: -4.702 -3.170 1.018
H: -3.258 -3.735 0.163
H: -4.077 -2.254 -0.359
H: -2.652 -2.617 2.329
H: -3.460 -1.125 1.752
H: 0.472 -0.579 -2.581
H: -0.951 -1.583 -2.274
H: -1.554 0.166 -3.862
H: -2.353 0.549 -2.332
H: -0.901 1.426 -2.816
H: 0.435 -2.315 -0.224
H: 1.639 -1.126 -0.719
H: 0.296 -1.245 2.020
H: 1.928 -1.834 1.602
H: 3.234 1.549 1.347
H: 6.667 -1.251 -1.154
H: 0.139 3.223 1.428
H: 0.265 3.567 -0.318
H: -2.325 3.625 1.323
H: -1.435 5.061 0.788
H: -2.204 3.992 -0.398

Properties
**E_LUMO**: 0.58 eV
**HOMO energy**: -9.253 eV
**E_tot**: -1484.755593 Ha
**Molecular weight**: 343.4 g/mol
**Max |F|**: 0.0314 Eh/bohr
**Energy relative to the best compared isomer or geometry (same formula, charge and spin)**: 65.54 kJ/mol
**Structure (SMILES)**: CCOC(=O)C(CC)(CCC(=O)Nc1nncs1)C(=O)OCC

Atom charges from the Löwdin analysis, given in e for atoms 1 to 6: -0.058 -0.201 -0.012 -0.425 0.127 -0.248


ORCA calculation (wB97M-V/def2-TZVPD) on a structure of composition C10H34N9O7Y.

Geometry (Å):
Y: -4.006 -1.519 -0.604
O: -1.037 -0.951 0.343
H: -0.064 -0.963 0.247
C: 0.139 -5.099 -0.816
C: -0.552 -4.685 -2.036
O: -1.871 -4.413 -1.649
H: -0.284 -6.019 -0.414
H: -0.064 -4.377 -0.024
H: 1.217 -5.234 -0.900
H: -0.628 -5.533 -2.717
H: -0.102 -3.793 -2.473
H: -2.214 -5.251 -1.329
C: -4.788 1.236 3.517
O: -4.619 0.367 2.693
N: -5.708 1.185 4.427
N: -3.935 2.224 3.691
H: -6.143 0.283 4.558
H: -5.800 2.016 4.993
H: -4.109 2.832 4.478
H: -3.215 2.287 2.985
C: 3.949 -2.348 -1.306
O: 3.588 -1.942 -2.378
N: 3.586 -1.829 -0.156
N: 4.777 -3.348 -1.104
H: 4.063 -1.985 0.721
H: 2.857 -1.130 -0.157
H: 4.945 -3.499 -0.120
H: 5.205 -3.868 -1.856
C: 0.897 -0.534 4.641
O: 1.338 0.432 4.057
N: 0.188 -1.500 4.088
N: 1.244 -0.856 5.841
H: -0.104 -1.408 3.126
H: -0.418 -2.128 4.597
H: 1.013 -1.716 6.318
H: 1.850 -0.237 6.360
C: -2.581 -0.422 -5.131
O: -2.728 -0.508 -3.940
N: -3.503 -0.037 -5.982
N: -1.532 -0.772 -5.743
H: -3.379 -0.426 -6.906
H: -4.382 0.299 -5.616
H: -1.386 -0.605 -6.729
H: -0.797 -1.145 -5.159
C: 1.386 5.083 0.869
C: 0.933 3.900 0.048
C: 2.140 3.073 -0.441
O: 3.140 3.857 -1.024
C: 2.901 4.327 -2.372
N: 0.055 3.055 0.809
H: 1.819 4.646 1.768
H: 0.722 5.817 1.326
H: 2.258 5.621 0.498
H: 0.351 4.335 -0.764
H: 1.859 2.325 -1.182
H: 2.527 2.548 0.433
H: 1.948 4.852 -2.437
H: 2.937 3.596 -3.179
H: 3.623 5.105 -2.620
H: -0.064 2.198 0.289
H: 0.558 2.582 1.546

Properties
**E_LUMO**: -10.59 eV
**HOMO energy**: -12.554 eV
**E_tot**: -1458.435727 Ha
**Net charge**: +2
**Molecular weight**: 481.3 g/mol
**Max |F|**: 0.1158 Eh/bohr
**Energy relative to the best compared isomer or geometry (same formula, charge and spin)**: 1439.15 kJ/mol

Atom charges from the Löwdin analysis, given in e for atoms 1 to 6: 2.124 -0.364 -0.055 -0.091 -0.326 -0.134


ORCA calculation (wB97M-V/def2-TZVPD) on a cluster of 8 separate species, C52H83BrClF10NO20PS2 in total.

Geometry (Å):
C: 0.495 6.557 2.858
C: -0.698 6.775 1.927
C: -0.589 5.960 0.622
C: -1.824 5.103 0.320
C: -1.520 3.953 -0.652
C: -2.545 2.804 -0.722
C: -2.565 1.653 0.306
C: -2.925 2.090 1.740
C: -4.369 2.470 2.122
C: -5.003 3.650 1.393
O: -4.337 2.709 3.532
N: -1.231 0.872 0.418
C: -0.177 1.589 1.210
C: -0.039 1.092 2.639
O: 0.318 1.731 3.546
F: -0.361 -0.235 2.748
C: -0.672 0.152 -0.843
C: 0.319 -0.886 -0.308
C: 0.048 1.165 -1.765
C: 1.202 0.620 -2.622
C: 2.599 0.934 -2.081
F: 2.555 1.264 -0.763
F: 3.097 1.996 -2.727
C: 3.578 -0.266 -2.296
F: 3.748 -0.377 -3.610
F: 2.972 -1.376 -1.859
S: 5.285 -0.220 -1.434
F: 5.382 -1.789 -1.551
F: 4.518 -0.356 -0.041
F: 5.238 1.363 -1.308
F: 6.059 -0.072 -2.797
F: 6.645 -0.219 -0.665
C: -1.869 -0.615 -1.542
Cl: -1.636 -0.614 -3.314
P: -2.112 -2.475 -0.902
O: -3.508 -2.758 -1.658
Br: -0.703 -3.608 -2.203
O: -3.129 -0.005 -1.409
C: -3.563 0.576 -0.207
S: -3.959 -0.796 1.026
O: -4.737 1.229 -0.456
C: -5.583 0.840 -1.551
C: -6.293 -0.492 -1.331
O: -7.441 -0.474 -2.139
C: -8.598 -1.082 -1.572
C: -8.696 -2.566 -1.898
H: 1.440 6.631 2.316
H: 0.510 7.294 3.663
H: 0.449 5.572 3.332
H: -1.614 6.495 2.458
H: -0.794 7.838 1.704
H: 0.296 5.314 0.679
H: -0.426 6.648 -0.210
H: -2.238 4.742 1.264
H: -2.597 5.738 -0.123
H: -0.499 3.627 -0.471
H: -1.493 4.380 -1.659
H: -2.494 2.351 -1.714
H: -3.539 3.247 -0.682
H: -2.293 2.928 2.038
H: -2.673 1.269 2.423
H: -5.018 1.600 2.039
H: -4.286 4.360 0.986
H: -5.647 3.318 0.578
H: -5.632 4.181 2.107
H: -3.744 3.446 3.723
H: -1.501 0.084 1.016
H: 0.790 1.477 0.725
H: -0.378 2.651 1.276
H: 1.249 -0.422 0.017
H: -0.083 -1.448 0.539
H: 0.576 -1.593 -1.092
H: -0.677 1.605 -2.443
H: 0.424 1.996 -1.181
H: 1.103 -0.439 -2.847
H: 1.158 1.117 -3.592
H: -3.507 -2.548 -2.605
H: -2.906 -0.744 1.854
H: -5.034 0.871 -2.493
H: -6.352 1.610 -1.595
H: -6.555 -0.581 -0.269
H: -5.652 -1.338 -1.603
H: -9.457 -0.547 -1.977
H: -8.625 -0.931 -0.489
H: -9.097 -2.731 -2.900
H: -7.726 -3.060 -1.819
H: -9.373 -3.047 -1.187
O: 3.383 -5.598 3.649
C: 3.638 -4.465 3.379
O: 3.151 -3.425 4.118
C: 3.518 -2.177 3.525
C: 4.739 -2.481 2.663
C: 4.467 -3.919 2.232
H: 2.670 -1.821 2.927
H: 3.707 -1.462 4.323
H: 4.862 -1.784 1.838
H: 5.644 -2.444 3.269
H: 3.858 -3.974 1.326
H: 5.365 -4.514 2.105
O: -6.029 6.746 2.846
C: -6.945 6.461 3.565
O: -8.187 6.952 3.374
C: -9.067 6.529 4.431
C: -8.423 5.271 5.006
C: -6.939 5.556 4.785
H: -9.129 7.335 5.165
H: -10.052 6.365 4.003
H: -8.697 5.093 6.043
H: -8.724 4.402 4.421
H: -6.496 6.114 5.612
H: -6.337 4.670 4.596
O: 7.356 -5.559 2.658
C: 8.088 -4.799 2.094
O: 7.800 -3.472 1.997
C: 8.780 -2.815 1.168
C: 10.012 -3.711 1.217
C: 9.387 -5.094 1.379
H: 8.368 -2.726 0.160
H: 8.947 -1.820 1.574
H: 10.649 -3.606 0.342
H: 10.606 -3.469 2.099
H: 9.146 -5.555 0.419
H: 9.984 -5.786 1.965
O: 4.494 5.714 -4.938
C: 5.424 5.199 -4.393
O: 6.704 5.565 -4.628
C: 7.614 4.715 -3.909
C: 6.795 4.134 -2.759
C: 5.400 4.070 -3.377
H: 7.971 3.942 -4.593
H: 8.457 5.320 -3.589
H: 7.179 3.179 -2.408
H: 6.796 4.830 -1.919
H: 5.230 3.137 -3.917
H: 4.590 4.226 -2.670
O: 11.678 -7.738 3.192
C: 10.685 -8.014 3.802
O: 9.467 -7.587 3.399
C: 8.456 -7.953 4.359
C: 9.052 -9.135 5.118
C: 10.545 -8.815 5.081
H: 8.269 -7.093 5.003
H: 7.544 -8.189 3.820
H: 8.641 -9.240 6.120
H: 8.859 -10.060 4.573
H: 10.853 -8.175 5.910
H: 11.195 -9.685 5.051
O: 2.288 -3.625 -7.955
C: 3.285 -2.998 -7.759
O: 4.187 -2.733 -8.733
C: 5.327 -2.044 -8.195
C: 4.827 -1.392 -6.908
C: 3.763 -2.388 -6.452
H: 6.114 -2.777 -8.008
H: 5.673 -1.335 -8.942
H: 5.621 -1.218 -6.185
H: 4.362 -0.432 -7.141
H: 4.181 -3.187 -5.836
H: 2.927 -1.937 -5.926
O: -11.196 -1.256 0.261
C: -12.049 -1.969 -0.187
O: -12.665 -2.907 0.562
C: -13.577 -3.679 -0.242
C: -13.900 -2.791 -1.440
C: -12.601 -2.005 -1.600
H: -13.073 -4.602 -0.535
H: -14.439 -3.925 0.371
H: -14.193 -3.360 -2.319
H: -14.714 -2.112 -1.187
H: -11.876 -2.526 -2.230
H: -12.732 -0.994 -1.977

Properties
**E_LUMO**: -2.37 eV
**HOMO energy**: -11.282 eV
**E_tot**: -8761.163064 Ha
**Net charge**: +1
**Molecular weight**: 1442.7 g/mol
**Max |F|**: 0.0130 Eh/bohr
**Energy relative to the best compared isomer or geometry (same formula, charge and spin)**: 0.00 kJ/mol

Atom charges from the Löwdin analysis, given in e for atoms 1 to 6: -0.112 -0.249 -0.203 -0.205 -0.168 -0.070


ORCA calculation (wB97M-V/def2-TZVPD) on a structure of composition C12H21Cl2CuN3S.

Geometry (Å):
Cu: -1.864 -1.010 1.662
Cl: -4.057 -2.419 0.630
C: -4.183 -3.324 2.140
Cl: -3.262 -2.515 3.425
H: -3.770 -4.313 1.994
H: -5.222 -3.359 2.440
C: 1.325 4.317 0.956
C: 0.150 4.057 0.022
N: -0.820 3.114 0.586
C: -0.944 1.793 0.461
S: -2.346 1.109 1.199
N: -0.094 1.000 -0.192
C: 1.124 1.269 -0.962
C: 0.846 1.517 -2.439
H: 2.009 5.038 0.506
H: 1.879 3.401 1.168
H: 0.978 4.725 1.906
H: 0.478 3.706 -0.950
H: -0.391 4.985 -0.157
H: -1.531 3.517 1.176
H: -0.439 0.059 -0.293
H: 1.745 0.379 -0.858
H: 1.673 2.087 -0.507
H: 0.348 0.651 -2.879
H: 1.780 1.682 -2.977
H: 0.203 2.386 -2.589
N: -0.022 -1.916 1.668
C: 0.593 -2.238 0.383
C: 1.964 -2.438 0.287
C: 2.535 -2.691 -0.951
C: 1.742 -2.751 -2.091
C: 0.372 -2.571 -1.989
C: -0.205 -2.316 -0.749
H: 0.033 -2.718 2.290
H: 0.531 -1.189 2.115
H: 2.581 -2.393 1.176
H: 3.604 -2.846 -1.026
H: 2.193 -2.949 -3.054
H: -0.256 -2.636 -2.869
H: -1.281 -2.201 -0.659

Properties
**E_LUMO**: -2.25 eV
**HOMO energy**: -11.566 eV
**E_tot**: -3593.017823 Ha
**Net charge**: +1
**Molecular weight**: 373.8 g/mol
**Max |F|**: 0.0070 Eh/bohr
**Energy relative to the best compared isomer or geometry (same formula, charge and spin)**: 0.00 kJ/mol

Atom charges from the Löwdin analysis, given in e for atoms 1 to 6: -0.085 0.596 -0.922 0.599 0.039 0.040